(1)
{"formula": "C26H87B2N2O20PS3", "method": "ωB97M-V/def2-TZVPD", "e_above_lowest_ev": 9.2363, "e_tot_ha": -4242.1789, "largest_force_ev_per_a": 7.99, "molar_mass_g_mol": 896.8, "species": ["O", "B", "O", "C", "B", "C", "C", "C", "S", "C", "S", "N", "C", "C", "N", "C", "P", "S", "H", "H", "H", "H", "H", "H", "H", "H", "H", "H", "H", "H", "H", "H", "H", "C", "O", "H", "H", "H", "H", "C", "O", "H", "H", "H", "H", "C", "O", "H", "H", "H", "H", "C", "O", "H", "H", "H", "H", "C", "O", "H", "H", "H", "H", "C", "O", "H", "H", "H", "H", "C", "O", "H", "H", "H", "H", "C", "O", "H", "H", "H", "H", "C", "O", "H", "H", "H", "H", "C", "O", "H", "H", "H", "H", "C", "O", "H", "H", "H", "H", "C", "O", "H", "H", "H", "H", "C", "O", "H", "H", "H", "H", "C", "O", "H", "H", "H", "H", "C", "O", "H", "H", "H", "H", "C", "O", "H", "H", "H", "H", "C", "O", "H", "H", "H", "H", "C", "O", "H", "H", "H", "H"], "coordinates": [[1.62, -6.77, -1.09], [2.04, -6.28, -2.43], [1.80, -7.06, -3.69], [2.77, -4.79, -2.63], [2.75, -4.06, -1.16], [1.71, -2.89, -0.67], [1.37, -1.79, -1.87], [0.05, -0.86, -1.52], [-1.57, -1.51, -2.20], [-1.57, -3.37, -2.40], [-0.73, -4.14, -3.71], [-2.39, -4.17, -1.37], [-3.89, -3.99, -1.49], [-4.52, -4.91, -0.28], [-3.25, -5.49, 0.38], [-1.93, -5.07, -0.24], [4.13, -4.61, 0.10], [3.77, -4.01, 1.93], [2.02, -7.68, -0.94], [1.54, -6.34, -4.36], [3.88, -5.04, -2.99], [2.22, -4.19, -3.48], [2.28, -2.26, 0.17], [0.73, -3.29, -0.14], [1.33, -2.26, -2.94], [2.30, -1.04, -1.87], [0.07, -0.67, -0.36], [0.25, 0.19, -2.05], [-4.52, -3.34, -2.26], [-5.65, -5.05, 0.01], [-0.82, -5.32, 0.05], [5.46, -4.26, -0.32], [4.04, -6.07, 0.13], [-3.47, 1.09, 0.82], [-2.07, 0.89, 0.70], [-3.71, 1.33, 1.86], [-3.77, 1.92, 0.18], [-3.99, 0.18, 0.52], [-1.89, 0.68, -0.23], [2.77, -5.44, -7.54], [2.51, -5.57, -6.16], [1.84, -5.59, -8.09], [3.16, -4.44, -7.75], [3.49, -6.20, -7.85], [3.35, -5.44, -5.69], [-5.30, 4.36, -1.25], [-4.79, 3.93, 0.00], [-4.95, 3.67, -2.02], [-6.39, 4.35, -1.22], [-4.94, 5.37, -1.47], [-5.12, 4.56, 0.67], [2.17, 1.84, -0.07], [2.83, 1.27, -1.19], [1.44, 2.58, -0.43], [1.65, 1.06, 0.48], [2.90, 2.34, 0.57], [3.47, 0.63, -0.84], [-5.79, 7.27, 1.38], [-5.51, 6.38, 2.45], [-6.04, 6.69, 0.49], [-6.63, 7.91, 1.65], [-4.90, 7.88, 1.17], [-5.29, 6.93, 3.22], [4.03, 2.89, 3.72], [4.69, 2.32, 2.60], [3.30, 3.63, 3.36], [3.51, 2.11, 4.27], [4.76, 3.39, 4.36], [5.33, 1.68, 2.95], [5.24, 5.74, 6.28], [4.44, 6.10, 5.17], [4.62, 5.21, 7.00], [6.05, 5.08, 5.95], [5.65, 6.64, 6.74], [5.02, 6.57, 4.54], [-4.61, -3.14, -5.92], [-4.49, -3.79, -4.67], [-5.67, -3.01, -6.16], [-4.13, -2.16, -5.87], [-4.13, -3.75, -6.70], [-3.54, -3.89, -4.49], [5.79, -8.49, -0.71], [4.39, -8.58, -0.81], [6.06, -8.13, 0.29], [6.24, -9.47, -0.88], [6.16, -7.78, -1.46], [4.18, -8.90, -1.70], [0.65, -3.41, 4.61], [2.05, -3.61, 4.49], [0.41, -3.18, 5.65], [0.35, -2.58, 3.97], [0.13, -4.32, 4.31], [2.23, -3.82, 3.56], [-4.71, 0.75, -4.36], [-3.50, 0.07, -4.62], [-4.96, 1.38, -5.21], [-5.51, 0.02, -4.20], [-4.59, 1.38, -3.47], [-3.31, -0.48, -3.84], [-8.39, 7.50, 4.97], [-7.02, 7.83, 4.82], [-8.93, 7.85, 4.09], [-8.50, 6.42, 5.07], [-8.78, 8.00, 5.86], [-6.56, 7.51, 5.62], [6.89, -3.27, -3.33], [7.00, -3.93, -2.08], [5.83, -3.15, -3.57], [7.37, -2.29, -3.28], [7.36, -3.88, -4.10], [7.95, -4.03, -1.89], [-8.33, 10.52, 0.26], [-8.05, 9.63, 1.33], [-8.58, 9.94, -0.63], [-9.17, 11.16, 0.53], [-7.44, 11.13, 0.05], [-7.83, 10.17, 2.10], [-7.20, -5.47, -4.52], [-8.00, -5.10, -5.63], [-7.83, -5.99, -3.80], [-6.39, -6.12, -4.85], [-6.79, -4.57, -4.06], [-7.42, -4.63, -6.26], [6.42, -0.10, 5.48], [5.99, 0.32, 4.20], [7.09, 0.65, 5.90], [5.55, -0.21, 6.14], [6.94, -1.06, 5.40], [5.39, -0.36, 3.86], [4.95, 4.07, -2.99], [4.17, 4.63, -1.95], [5.37, 4.88, -3.59], [5.76, 3.48, -2.56], [4.32, 3.44, -3.62], [3.81, 3.89, -1.44], [4.44, 6.24, 10.48], [4.80, 6.61, 9.17], [5.03, 5.36, 10.77], [4.66, 7.06, 11.17], [3.38, 5.99, 10.52], [4.26, 7.39, 8.94]]}

***

(2)
{"formula": "C8H4BrF2N", "method": "ωB97M-V/def2-TZVPD", "e_tot_ha": -3135.6220, "largest_force_ev_per_a": 4.98, "molar_mass_g_mol": 232.0, "species": ["C", "C", "C", "C", "C", "C", "C", "C", "N", "F", "F", "Br", "H", "H", "H", "H"], "coordinates": [[3.63, -0.64, 2.35], [-0.67, 0.58, -1.02], [0.55, 1.15, -0.68], [-1.03, -0.58, -0.36], [1.12, -0.54, 0.76], [1.51, 0.62, 0.14], [-0.12, -1.11, 0.53], [2.42, -1.47, 2.24], [4.48, 0.09, 2.49], [2.73, 1.16, 0.23], [-0.41, -2.26, 1.15], [2.61, -3.20, 1.52], [-1.48, 0.88, -1.81], [0.81, 2.12, -1.18], [-2.04, -1.09, -0.41], [1.84, -1.34, 3.09]]}